64
Properties=species:S:1:pos:R:3:mulliken_charge:R:1 method="wB97M-V/def2-TZVPD" charge=-2 spin_multiplicity=2 homo_lumo_gap_ha="0.222 / 0.203"
Mn 0.06410 -0.01564 -0.05219 0.3140
Br -3.16863 3.85796 -1.02651 -0.2350
C -2.69473 3.03282 0.61306 -0.2721
C -3.26802 3.49873 1.79481 -0.4339
C -2.96507 2.93811 3.00559 0.0188
Br -3.77757 3.64610 4.58570 -0.3266
C -2.05613 1.85848 3.09100 0.5912
C -1.68031 1.18520 4.27910 -0.9154
C -0.79991 0.14644 4.22691 -1.0001
C -0.26038 -0.24370 2.98017 0.1680
N -0.58322 0.36889 1.86513 0.4590
C -1.47221 1.39821 1.89277 0.1484
C -1.76480 1.97597 0.58596 0.5270
O -1.18304 1.51434 -0.43764 -0.4979
H -3.96860 4.32283 1.74557 0.3804
H -2.10582 1.50369 5.22296 0.2680
H -0.50357 -0.38481 5.12193 0.4573
H 0.44368 -1.05946 2.91110 -0.0790
S 0.62516 -0.34192 -2.54149 -0.6179
C -0.85894 0.34797 -3.10518 0.3946
N -2.03021 -0.15942 -3.09104 -0.4938
C -3.08892 0.75837 -3.48137 -0.7330
C -2.51536 2.02952 -4.15227 -0.3557
S -0.74736 2.00079 -3.78335 -0.2086
H -2.62915 -1.46790 -2.38480 0.6264
H -3.65450 1.01875 -2.58145 0.1772
H -3.77025 0.24067 -4.16067 0.4199
H -2.95985 2.92803 -3.72639 0.1257
H -2.67437 2.03197 -5.23131 0.3656
C 3.15798 -1.54499 -0.81178 -1.6881
P 1.73904 -1.84383 0.29835 1.8344
C 2.56644 -1.93056 1.93628 0.0401
C 2.19703 -2.88799 2.88237 -0.1861
C 2.75464 -2.88512 4.15307 -0.7373
C 3.68610 -1.91445 4.49922 -0.4318
C 4.04447 -0.94812 3.57066 -0.7004
C 3.48998 -0.94981 2.29661 -0.4851
C 1.42912 -3.61763 -0.06342 -0.0667
C 0.22667 -3.96569 -0.66722 -0.2722
C -0.01381 -5.28633 -1.03933 -0.6402
C 0.94221 -6.26026 -0.81013 -0.4023
C 2.15056 -5.92013 -0.20515 -0.6913
C 2.38954 -4.60656 0.16109 -0.1113
H 3.46150 -0.50286 -0.72051 0.4558
H 2.81260 -1.71800 -1.83067 0.5160
H 3.99319 -2.20839 -0.58026 0.4436
H 1.46106 -3.64076 2.62432 0.4696
H 2.45613 -3.63824 4.87240 0.3583
H 4.12197 -1.90750 5.49126 0.3724
H 4.75180 -0.17135 3.83410 0.4301
H 3.75269 -0.15645 1.60752 0.2351
H -0.52368 -3.20255 -0.84526 0.1494
H -0.95784 -5.53457 -1.50552 0.4664
H 0.75472 -7.28721 -1.10174 0.3491
H 2.90175 -6.67864 -0.02028 0.3781
H 3.32894 -4.34636 0.63660 0.3297
O -3.73446 -0.63326 -0.09878 -0.7302
S -2.82434 -1.73911 -0.29032 1.2945
O -2.94317 -2.22121 -1.80148 -0.6362
O -1.41143 -1.30908 -0.21460 -0.3417
O -3.07633 -2.92693 0.49132 -0.7223
O 3.79750 1.99078 1.02347 -0.6428
S 2.47953 2.19928 0.36133 -0.0286
N 1.55034 1.10397 0.17626 0.1195